Here is a cluster of 2 separate species, C26H30N3O8S in total from the Open Molecules 2025 dataset. Energies are from ωB97M-V with the def2-TZVPD basis set.

Last column: natural (NBO) charge in e.
Atoms and positions in Å:
S1 0.17306 -0.46787 -3.37234  2.02
O1 2.70143 -1.73809 1.69734  -0.63
O2 -1.96103 -0.47727 -1.34643  -0.55
O3 0.89318 2.63286 1.38946  -0.61
O4 -1.00601 -2.36434 -0.42881  -0.66
O5 0.10425 0.95737 -3.63005  -0.95
O6 -0.93421 -1.34559 -3.72373  -0.98
O7 4.86544 1.87147 3.47676  -0.65
O8 1.52419 -1.11165 -1.06849  -0.58
N1 2.74243 2.16552 2.65926  -0.48
N2 -4.72512 0.89419 3.07427  -0.43
N3 3.87324 0.10379 2.35842  -0.48
C1 -1.19451 -0.12297 2.87775  -0.11
C2 -1.78768 1.02868 0.84849  -0.06
C3 -0.92907 -1.27501 -0.97228  0.73
C4 1.60452 0.36021 1.47669  -0.40
C5 -5.77177 1.43133 2.22703  -0.40
C6 2.83561 3.53475 3.11544  -0.41
C7 3.00361 -1.00578 -6.27571  -0.22
C8 0.35988 -0.61613 -1.40824  -0.13
C9 0.42874 -0.20839 0.99850  0.03
C10 1.68979 1.78764 1.80013  0.67
C11 -0.86755 0.25202 1.56053  -0.19
C12 5.00749 -0.74415 2.64859  -0.41
C13 -3.06880 1.23238 1.33413  -0.33
C14 -3.44044 0.76994 2.62614  0.18
C15 -2.43793 0.14684 3.42130  -0.32
C16 -5.10148 0.67074 4.45534  -0.39
C17 2.71922 -0.51335 1.83863  0.67
C18 -3.89411 -0.31847 -2.71313  -0.63
C19 3.52243 -2.27292 -5.99180  -0.22
C20 2.99624 -3.02018 -4.93264  -0.21
C21 -3.27849 -1.07109 -1.56713  -0.06
C22 1.98836 -0.46806 -5.47739  -0.24
C23 2.82075 -0.50112 -1.46538  -0.24
C24 3.90259 1.40635 2.87422  0.81
C25 1.96079 -2.49988 -4.15113  -0.23
C26 1.51816 -1.19611 -4.38226  -0.18
H1 -6.71702 1.34279 2.77201  0.19
H2 1.84139 3.97380 3.12993  0.23
H3 3.53436 -1.30102 -1.26686  0.20
H4 -4.93358 1.56520 5.07748  0.18
H5 3.38515 -0.42795 -7.11917  0.21
H6 1.56613 0.51292 -5.69271  0.24
H7 -6.17270 0.44265 4.47412  0.19
H8 5.35084 -1.20556 1.71945  0.20
H9 0.48097 -1.28505 0.87458  0.26
H10 5.78393 -0.11561 3.07658  0.23
H11 1.51276 -3.09745 -3.35779  0.24
H12 3.28504 3.53896 4.10882  0.22
H13 4.72102 -1.53540 3.34834  0.21
H14 -5.60254 2.49149 1.98406  0.18
H15 3.38677 -4.01596 -4.71384  0.21
H16 2.99506 0.37861 -0.83747  0.19
H17 4.33092 -2.68375 -6.60037  0.21
H18 -4.92840 -0.63943 -2.85622  0.19
H19 -3.87767 0.76170 -2.53707  0.21
H20 -1.45946 1.49575 -0.07682  0.24
H21 -3.79295 1.75190 0.70481  0.20
H22 2.80256 -0.24132 -2.52647  0.18
H23 -0.43942 -0.65524 3.46402  0.20
H24 -3.14604 -2.13184 -1.80272  0.20
H25 3.48514 4.10488 2.44107  0.19
H26 -3.84665 -0.94861 -0.63799  0.18
H27 -3.32678 -0.53089 -3.62440  0.24
H28 -5.85074 0.86859 1.28544  0.20
H29 -4.55217 -0.16822 4.89130  0.20
H30 -2.65312 -0.15360 4.44646  0.20

## Properties
Kohn-Sham gap   6.077 eV
Lowest unoccupied orbital energy   0.0960 Eh
Total charge   -1
2S+1   1